No. 1
This record from OMol25 describes C21H29N5O2 as an isolated structure at a distorted geometry. The level of theory is ωB97M-V/def2-TZVPD.

Output
LUMO energy: 0.021 Ha
energy above the lowest of the compared OMol25 structures with the same formula, charge and spin: 549.3 kcal per mole
E: -33771.730 eV
multiplicity: 1
HOMO energy: -7.313 eV

Last column: Mulliken charge in e.
Atoms and positions in Å:
C: -5.1571 -0.8297 -1.2354  -1.26
C: -4.8246 0.2584 -0.2908  -1.30
C: -3.3577 0.4828 0.1150  -0.17
C: -2.9548 -0.8679 0.8711  -1.62
C: -1.6038 -0.7679 1.3592  -1.57
N: -0.6971 -0.3828 0.5557  1.92
C: -0.1269 -1.2568 -0.2075  0.28
N: 0.7276 -0.4630 -1.3449  -0.71
C: 0.6219 0.8368 -0.9569  1.46
C: -0.1526 0.9263 0.1977  -1.04
C: -0.4613 2.4345 0.8558  0.32
O: -1.2275 2.5669 1.6905  -0.54
N: 0.3780 3.0541 0.1106  -0.05
C: 1.2485 3.1948 -0.8117  0.93
O: 1.8348 4.0452 -1.3988  -0.60
N: 1.2819 1.8223 -1.2821  -0.24
C: 2.2894 1.4744 -2.4644  -1.14
H: 2.8782 0.7512 -2.1987  0.46
H: 1.7905 1.5032 -3.4803  0.29
H: 2.7925 2.5990 -2.5519  0.31
C: 0.2154 4.5740 0.6824  -1.27
H: -0.5787 4.6458 1.7410  0.25
H: 1.2307 5.0123 1.1977  0.31
H: -0.1238 5.3226 0.1714  0.50
C: -0.1561 -2.4517 -0.5755  -1.34
N: 1.1900 -3.3136 -0.3632  0.19
C: 1.7894 -3.4644 -1.6369  -0.94
H: 1.1536 -3.5517 -2.4166  0.38
H: 2.6025 -3.9219 -1.4709  0.53
H: 2.0666 -2.2994 -1.8714  0.09
C: 1.9733 -2.9885 0.7522  -1.53
C: 2.4531 -1.7169 0.8511  0.93
C: 3.5467 -1.1649 0.2026  -1.30
C: 3.9144 -0.0195 0.2757  -1.00
C: 3.3080 0.8884 1.2208  0.12
C: 2.3821 0.6729 2.0790  -1.08
C: 1.9505 -0.8375 1.7530  0.13
H: 1.1480 -1.1961 2.8487  0.11
H: 1.8629 1.1602 2.7926  0.76
H: 3.5461 2.1112 1.3911  0.07
H: 4.8175 0.3965 -0.1693  0.42
H: 3.8573 -1.7860 -0.2915  1.69
H: 1.2870 -3.4258 1.7189  0.25
H: 2.7545 -3.9343 0.7392  0.39
H: -0.8350 -2.9023 -1.2722  0.35
H: -0.5357 -2.9811 0.5595  0.20
H: -1.5878 0.1664 2.2189  0.42
H: -1.1811 -1.6137 2.1242  0.43
H: -3.6749 -0.9826 1.6038  0.70
H: -3.0902 -1.6284 0.2759  0.60
H: -2.8717 0.6042 -0.7920  0.34
H: -3.3852 1.3102 0.7354  0.26
H: -5.4097 0.1371 0.4923  0.68
H: -5.2281 1.1397 -0.6125  0.60
H: -4.4409 -0.7527 -2.0643  0.29
H: -6.1969 -0.7163 -1.4550  0.41
H: -5.0335 -1.8738 -0.9685  0.32

=====

No. 2
This record from OMol25 describes one molecule with the formula C21H29N5O2 at a distorted geometry. The level of theory is ωB97M-V/def2-TZVPD.

Output
LUMO energy: 0.024 Ha
energy above the lowest of the compared OMol25 structures with the same formula, charge and spin: 40.3 kcal per mole
E: -33793.804 eV
SMILES string: Cc1cnn(CCCNC(=O)C[C@@H]2CCN(Cc3ccc(C(N)=O)cc3)C2)c1
multiplicity: 1
HOMO energy: -8.762 eV

Last column: Mulliken charge in e.
Atoms and positions in Å:
C: 3.9068 -7.1504 5.0934  -1.22
C: 3.2286 -5.8565 4.7210  0.31
C: 2.0313 -5.6688 4.0134  -0.39
N: 1.6780 -4.4086 3.8984  -0.99
N: 2.6113 -3.7388 4.5781  0.74
C: 2.5448 -2.2858 4.6455  -1.03
C: 2.9222 -1.6463 3.2909  0.09
C: 2.7974 -0.1120 3.2921  -1.02
N: 3.2561 0.5079 2.0524  -0.06
C: 2.6796 0.3806 0.8560  0.42
O: 3.3887 0.2596 -0.1328  -0.66
C: 1.1478 0.3097 0.7602  -1.17
C: 0.5617 0.5200 -0.6614  0.81
C: 0.7933 1.9228 -1.2547  -0.82
C: -0.5974 2.4190 -1.6505  -0.83
N: -1.3898 1.2080 -1.8194  0.18
C: -2.8381 1.4379 -1.8546  -1.19
C: -3.2972 2.2033 -3.0953  0.76
C: -2.8370 1.8421 -4.3635  -0.32
C: -3.2708 2.5346 -5.4904  -0.68
C: -4.1836 3.5913 -5.3692  0.78
C: -4.6333 4.3255 -6.6105  0.46
N: -5.7782 4.9852 -6.5520  -0.37
O: -3.9915 4.3228 -7.6515  -0.65
C: -4.6421 3.9492 -4.0900  -0.84
C: -4.2047 3.2558 -2.9639  -0.81
C: -0.9635 0.3696 -0.7091  -1.30
C: 3.5675 -4.5685 5.1006  -0.11
H: 4.4143 -7.0778 6.0556  0.34
H: 3.1909 -7.9668 5.1930  0.33
H: 4.6466 -7.4503 4.3510  0.25
H: 1.4345 -6.4569 3.5770  0.45
H: 1.5303 -2.0112 4.9417  0.33
H: 3.2019 -1.9409 5.4449  0.30
H: 3.9432 -1.9282 3.0261  0.23
H: 2.2863 -2.0613 2.5062  0.33
H: 1.7742 0.1891 3.5311  0.26
H: 3.3876 0.2963 4.1156  0.42
H: 4.2528 0.6339 1.9638  0.28
H: 0.8516 -0.6745 1.1203  0.41
H: 0.7215 1.0389 1.4485  0.47
H: 0.9944 -0.2279 -1.3312  0.27
H: 1.2662 2.6102 -0.5533  0.36
H: 1.4416 1.8677 -2.1304  0.28
H: -1.0251 3.1070 -0.9175  0.32
H: -0.5881 2.9741 -2.5910  0.43
H: -3.3532 0.4755 -1.8600  0.41
H: -3.1601 1.9587 -0.9506  0.44
H: -2.1292 1.0309 -4.4655  0.42
H: -2.8904 2.2448 -6.4617  0.43
H: -6.3921 4.8595 -5.7700  0.19
H: -6.0599 5.4631 -7.3896  0.24
H: -5.3260 4.7735 -3.9492  0.27
H: -4.5655 3.5447 -1.9876  0.35
H: -1.2825 -0.6642 -0.8550  0.45
H: -1.4466 0.6644 0.2257  0.33
H: 4.3932 -4.1815 5.6788  0.36

=====

No. 3
This record from OMol25 describes one molecule with the formula C21H29NO3. The level of theory is ωB97M-V/def2-TZVPD.

Output
LUMO energy: 0.017 Ha
energy above the lowest of the compared OMol25 structures with the same formula, charge and spin: 2.3 kcal per mole
E: -29881.336 eV
SMILES string: CCCCN(CCCC)Cc1c(O)ccc2c3c(c(=O)oc12)CCC3
multiplicity: 1
HOMO energy: -8.028 eV

Last column: Mulliken charge in e.
Atoms and positions in Å:
C: -5.4442 -2.6002 0.7771  -1.45
C: -4.7567 -1.2996 0.3814  -0.19
C: -3.9200 -0.7338 1.5278  -0.78
C: -3.1117 0.4964 1.1044  -1.09
N: -1.9790 0.1181 0.2661  0.94
C: -1.7007 1.0488 -0.8208  -1.45
H: -0.9059 0.6107 -1.4321  0.31
C: -1.2867 2.4674 -0.4114  -0.06
C: -1.1106 3.3640 -1.6337  -0.38
C: -0.6921 4.7752 -1.2399  -1.32
H: -1.4452 5.2325 -0.6015  0.33
H: -0.5667 5.3979 -2.1225  0.40
H: 0.2497 4.7550 -0.6963  0.32
H: -0.3537 2.9304 -2.2915  0.32
H: -2.0493 3.4051 -2.1922  0.31
H: -2.0463 2.8980 0.2451  0.32
H: -0.3453 2.4333 0.1398  0.16
H: -2.6038 1.1001 -1.4376  0.51
C: -0.7931 -0.2048 1.0591  -0.79
C: 0.2365 -0.9565 0.2525  0.77
C: 1.5949 -0.6617 0.3773  -0.58
C: 2.5650 -1.4084 -0.3201  0.44
C: 2.1452 -2.4574 -1.1461  -0.89
C: 0.8119 -2.7415 -1.2889  -1.09
C: -0.1521 -1.9934 -0.6003  0.59
O: -1.4461 -2.2983 -0.7806  -0.72
H: -1.9802 -1.5739 -0.3724  0.28
H: 0.4722 -3.5412 -1.9272  0.43
H: 2.8851 -3.0389 -1.6732  0.47
C: 3.9236 -1.0265 -0.1104  1.10
C: 4.2388 -0.0029 0.7198  0.66
C: 3.2359 0.7572 1.4213  -0.16
O: 3.4198 1.6896 2.1667  -0.68
O: 1.9355 0.3633 1.1972  -0.54
C: 5.7181 0.2064 0.8197  -0.86
H: 6.0750 -0.1476 1.7903  0.27
H: 5.9855 1.2593 0.7379  0.31
C: 6.2690 -0.6456 -0.3381  -0.71
H: 6.4667 -0.0060 -1.1988  0.31
H: 7.1977 -1.1452 -0.0703  0.31
C: 5.1559 -1.6501 -0.6910  -0.83
H: 5.3268 -2.6214 -0.2190  0.31
H: 5.0702 -1.8116 -1.7656  0.37
H: -0.3296 0.6861 1.5009  0.40
H: -1.1157 -0.8471 1.8866  0.44
H: -2.7775 1.0458 1.9962  0.30
H: -3.7644 1.1579 0.5308  0.58
H: -4.5812 -0.4535 2.3504  0.54
H: -3.2454 -1.5081 1.8987  0.18
H: -5.5102 -0.5633 0.0920  0.31
H: -4.1191 -1.4803 -0.4856  0.22
H: -6.0552 -2.9738 -0.0408  0.39
H: -4.7060 -3.3589 1.0264  0.33
H: -6.0853 -2.4470 1.6428  0.34